{
  "formula": "C3H12NO2",
  "method": "ωB97M-V/def2-TZVPD",
  "elements": ["C", "C", "C", "O", "N", "H", "H", "H", "H", "H", "H", "H", "H", "H", "H", "H", "H", "O"],
  "xyz": [[0.1234, -0.1393, -0.3878], [1.0491, 0.6699, 0.6032], [2.2582, -0.2975, 0.8971], [1.3902, 1.8348, -0.1881], [-1.1920, 0.4981, -0.5171], [0.5468, -0.2647, -1.3616], [-0.1404, -1.1330, -0.0324], [0.4724, 0.9319, 1.5079], [1.6924, -1.3523, 0.9813], [2.8857, -0.1921, 1.8422], [2.9420, -0.5405, 0.0344], [2.2983, 2.0872, -0.4520], [-1.3888, 0.9726, -1.3424], [-0.9046, 1.1745, 0.2043], [-1.9093, -0.2390, -0.4611], [-3.1296, -1.4613, -1.1338], [-3.8862, -1.5064, 0.0992], [-3.1076, -1.0429, -0.2931]],
  "forces_ev_per_a": [[1.0, -1.3, 0.3], [2.3, -1.2, -2.6], [-1.1, -2.8, 0.6], [-0.9, 0.5, 0.5], [2.0, 0.8, 1.3], [0.7, 0.1, -0.4], [0.5, -0.1, 0.4], [0.4, 0.2, -0.2], [1.5, 2.1, 0.4], [-1.1, 0.4, -1.3], [-0.8, 1.0, 0.6], [-0.5, -1.0, 0.9], [0.2, 1.4, -2.0], [-2.6, 0.4, 0.1], [-0.5, 0.8, 1.7], [0.1, -0.6, -1.7], [0.8, 0.8, 0.4], [-2.1, -1.3, 1.0]],
  "charge": 1,
  "fmax_ev_per_a": 3.68,
  "orbital_gap_ev": 11.4,
  "e_lumo_ha": -0.1194,
  "relative_energy_kcal_mol": 51.9,
  "multiplicity": 1,
  "e_tot_ev": -8882.622,
  "e_homo_ev": -14.640
}


{
  "formula": "C3H12NO2",
  "method": "ωB97M-V/def2-TZVPD",
  "elements": ["C", "C", "C", "N", "H", "H", "H", "H", "H", "H", "H", "H", "H", "H", "O", "H", "H", "O"],
  "xyz": [[2.2236, 1.3591, 0.0920], [0.8421, 0.8846, 0.2219], [0.3234, 0.6952, 1.4317], [-0.9223, -0.0737, 1.7085], [2.2457, 2.4524, 0.4954], [3.0695, 0.6052, 0.4766], [2.4768, 1.4192, -0.9473], [0.2579, 0.6911, -0.7860], [0.8334, 1.0652, 2.3290], [-1.6786, 0.2170, 2.3603], [-1.3823, -0.2905, 0.7781], [-0.4809, -0.8958, 2.2217], [-1.5596, -1.0627, -1.1203], [-2.9131, -0.4387, -1.0585], [-2.0064, -0.3953, -0.5975], [0.1691, -2.0265, -2.0425], [-0.8002, -2.3982, -3.1452], [-0.6980, -1.8075, -2.4181]],
  "forces_ev_per_a": [[2.2, 0.9, 0.7], [-2.1, -1.3, -1.3], [-0.2, 1.0, 0.3], [1.3, -1.2, 1.3], [0.6, -2.0, -0.4], [-2.1, 1.9, -0.1], [0.1, 0.3, -0.6], [1.0, 0.1, 2.4], [-0.2, -0.5, -0.3], [0.9, 0.8, -0.5], [-0.2, -0.4, 0.2], [-1.3, 0.6, -1.2], [0.8, -0.6, -0.7], [1.7, 0.5, 1.4], [-2.8, 0.1, -1.1], [-0.2, 0.0, -0.3], [-0.3, -0.7, -0.9], [0.8, 0.5, 1.1]],
  "charge": 1,
  "fmax_ev_per_a": 3.03,
  "orbital_gap_ev": 10.9,
  "e_lumo_ha": -0.1148,
  "relative_energy_kcal_mol": 40.8,
  "multiplicity": 1,
  "e_tot_ev": -8883.104,
  "e_homo_ev": -14.034
}